DFT (ωB97M-V/def2-TZVPD) results for C20H28N2O5 in the gas phase.

The geometry in XYZ format:
```
55
Properties=species:S:1:pos:R:3
O -6.228 0.262 -0.010
C -4.007 1.245 -0.070
C -4.872 0.177 -0.043
H -2.561 -2.328 -0.098
H 3.783 -2.103 1.357
C 4.286 0.755 -0.138
H 1.871 -3.569 1.547
H 3.768 1.640 0.257
N 1.056 -1.849 0.679
C -4.343 -1.145 -0.054
C -0.018 -1.748 -0.141
H 4.085 1.319 -2.212
C -2.980 -1.337 -0.076
C -1.766 2.228 -0.151
H 1.391 -1.027 1.155
H -5.714 -4.082 -0.097
H -7.884 1.379 0.014
H -0.064 3.950 -0.620
N -0.403 1.966 -0.215
H 4.938 0.130 1.828
C 5.374 0.346 0.855
C 4.882 1.116 -1.500
O 3.233 -0.194 -0.238
C -2.095 -0.250 -0.106
C -2.619 1.050 -0.106
O -5.267 -2.136 -0.039
H -4.222 -3.664 -0.978
H -4.355 2.265 -0.070
H 6.085 1.160 0.968
O -0.416 -2.686 -0.809
H 4.568 -1.532 -1.094
H 1.183 0.643 -0.261
H -6.508 2.121 0.870
H 1.779 4.236 1.044
C 0.512 3.091 -0.268
C -0.666 -0.407 -0.122
C 3.406 -2.538 0.430
H 0.301 3.637 1.803
H 2.856 -1.739 -1.504
C 1.099 3.391 1.107
H 1.643 2.529 1.489
C -4.815 -3.469 -0.080
H 1.619 -3.598 -0.211
C 3.553 -1.501 -0.692
H 5.499 0.310 -1.890
C -6.808 1.544 -0.011
C 0.106 0.708 -0.187
H 4.008 -3.416 0.196
H 5.501 2.003 -1.404
H -6.546 2.103 -0.915
H -4.221 -3.719 0.805
H 1.307 2.865 -0.984
O -2.173 3.380 -0.146
C 1.953 -2.978 0.626
H 5.911 -0.534 0.509
```

Summary:
HOMO in eV: -7.604
E in eV: -34412.616
SMILES string: CCn1cc(C(=O)NCCCOC(C)C)c2cc(OC)c(OC)cc2c1=O
Kohn-Sham gap in eV: 8.242
ΔE to the lowest compared entry with this formula, charge and spin in kcal per mole: 51.0
LUMO energy in eV: 0.637